This record from the Open Molecules 2025 dataset describes a 2-piece molecular cluster, H4I2Si2 overall at a distorted geometry. The level of theory is ωB97M-V with the def2-TZVPD basis set.

Atoms and positions in Å:
Si  -1.922  0.075  0.730
Si  1.430  -0.122  -1.257
I  2.404  1.910  0.051
I  1.694  -2.406  0.053
H  -1.354  0.534  1.931
H  -2.824  -0.987  0.681
H  -2.155  1.199  -0.335
H  2.726  -0.202  -1.853

The total energy is -32018.6810 eV. Its HOMO energy (alpha / beta) is -7.84 / -8.84 eV. The strongest force on any atom is 3.63 eV/A. The energy above the lowest of the compared OMol25 structures with the same formula, charge and spin comes out at 360.0 kJ/mol. The net charge is 0.

---

This record from the Open Molecules 2025 dataset describes a 3-piece molecular cluster, H4IO2 overall. The level of theory is ωB97M-V with the def2-TZVPD basis set.

Atoms and positions in Å:
I  6.609  1.368  4.761
O  6.419  -0.496  7.846
H  7.344  -0.238  7.847
H  6.105  -0.170  6.978
O  5.661  -2.169  4.628
H  5.921  -1.380  4.117
H  4.903  -1.869  5.139

The total energy is -12263.5798 eV. Its HOMO energy is -3.96 eV. The strongest force on any atom is 0.45 eV/A. The energy above the lowest of the compared OMol25 structures with the same formula, charge and spin comes out at 8.9 kJ/mol. The net charge is -1.

---

This record from the Open Molecules 2025 dataset describes H4IO2Zn2 as an isolated structure at a distorted geometry. The level of theory is ωB97M-V with the def2-TZVPD basis set.

Atoms and positions in Å:
Zn  0.743  0.278  -3.869
Zn  -2.702  2.654  -1.382
I  -0.505  0.953  -1.376
O  -1.056  -1.034  1.658
H  -0.770  -0.822  0.769
H  -1.650  -1.777  1.548
O  2.122  0.100  1.198
H  1.473  0.423  0.574
H  2.346  -0.775  0.881

The total energy is -109056.9929 eV. Its HOMO energy is -20.59 eV. The strongest force on any atom is 1.01 eV/A. The energy above the lowest of the compared OMol25 structures with the same formula, charge and spin comes out at 247.0 kJ/mol. The net charge is +3.

---

This record from the Open Molecules 2025 dataset describes H4Li4O14S3 as an isolated structure at a distorted geometry. The level of theory is ωB97M-V with the def2-TZVPD basis set.

Atoms and positions in Å:
Li  7.693  0.278  14.981
Li  6.065  1.222  9.944
Li  7.872  0.899  12.211
Li  9.630  0.033  10.068
S  7.463  -1.457  10.139
O  6.996  -2.171  11.306
O  8.916  -1.702  9.854
O  6.663  -1.721  8.930
O  7.442  0.062  10.413
S  10.317  -0.281  13.036
O  9.799  0.604  11.898
O  11.339  0.448  13.806
O  9.115  -0.489  13.917
O  10.791  -1.522  12.486
S  5.254  1.031  12.871
O  5.893  1.820  11.751
O  6.451  0.399  13.543
O  4.562  1.917  13.816
O  4.369  0.018  12.305
O  8.393  2.673  13.407
H  7.980  3.505  13.640
H  9.276  2.661  13.786
O  9.794  2.689  10.387
H  9.861  2.107  11.178
H  10.009  3.570  10.693

The total energy is -62067.7568 eV. Its HOMO energy is -2.07 eV. The strongest force on any atom is 1.76 eV/A. The net charge is -2.

---

This record from the Open Molecules 2025 dataset describes an isolated ion of composition H4N and charge +1. The level of theory is ωB97M-V with the def2-TZVPD basis set.

Atoms and positions in Å:
N  0.002  0.008  -0.008
H  0.778  -0.262  -0.619
H  -0.748  0.465  -0.541
H  -0.368  -0.840  0.433
H  0.337  0.629  0.735

The total energy is -1547.8714 eV. Its HOMO energy is -25.12 eV. The strongest force on any atom is 0.29 eV/A. Its SMILES is [NH4+]. The energy above the lowest of the compared OMol25 structures with the same formula, charge and spin comes out at 0.2 kJ/mol. The net charge is +1.

---

This record from the Open Molecules 2025 dataset describes a 2-piece molecular cluster, H4N10O4 overall at a distorted geometry. The level of theory is ωB97M-V with the def2-TZVPD basis set.

Atoms and positions in Å:
N  -2.530  1.772  -2.276
N  -1.849  0.876  -1.730
N  -0.026  -1.622  1.247
N  1.915  0.941  2.449
N  0.632  -0.903  2.208
N  1.209  0.012  -0.705
N  -0.018  0.075  -0.859
N  1.314  0.192  1.734
N  -0.536  0.948  -1.752
N  0.647  -2.732  0.725
O  0.140  -3.238  -0.228
O  1.602  -3.101  1.361
O  2.587  1.919  2.403
O  0.175  1.603  -2.537
H  -3.524  1.536  -2.254
H  1.219  -1.559  2.747
H  1.750  0.657  -1.304
H  -0.510  -1.062  0.527

The total energy is -23138.9724 eV. Its HOMO energy (alpha / beta) is -8.04 / -7.13 eV. The strongest force on any atom is 4.04 eV/A. The energy above the lowest of the compared OMol25 structures with the same formula, charge and spin comes out at 33.7 kJ/mol. The net charge is 0.

---

This record from the Open Molecules 2025 dataset describes a 2-piece molecular cluster, H4N2 overall at a distorted geometry. The level of theory is ωB97M-V with the def2-TZVPD basis set.

Atoms and positions in Å:
N  -1.095  0.022  0.094
N  1.094  0.081  -0.107
H  -1.071  0.842  -0.454
H  -1.364  -0.695  -0.668
H  0.993  0.894  0.542
H  1.395  -0.488  0.653

The total energy is -3041.2577 eV. Its HOMO energy (alpha / beta) is -10.52 / -10.45 eV. The strongest force on any atom is 2.96 eV/A. The energy above the lowest of the compared OMol25 structures with the same formula, charge and spin comes out at 265.2 kJ/mol. The net charge is 0.

---

This record from the Open Molecules 2025 dataset describes an isolated ion of composition H4N2O2P and charge -1 at a distorted geometry. The level of theory is ωB97M-V with the def2-TZVPD basis set.

Atoms and positions in Å:
N  -0.980  -0.731  0.875
N  -0.893  0.188  -0.245
P  0.761  0.490  -0.641
O  1.720  0.555  0.530
O  0.842  1.567  -1.631
H  -0.856  -1.712  0.598
H  -0.197  -0.635  1.408
H  -1.082  1.197  0.302
H  0.686  -0.919  -1.197

The total energy is -16430.6497 eV. Its HOMO energy is -4.81 eV. The strongest force on any atom is 4.95 eV/A. Its SMILES is NN[P@H](=O)[O-]. The energy above the lowest of the compared OMol25 structures with the same formula, charge and spin comes out at 276.5 kJ/mol. The net charge is -1.

---

This record from the Open Molecules 2025 dataset describes an isolated ion of composition H4N2O2P and charge -1 at a distorted geometry. The level of theory is ωB97M-V with the def2-TZVPD basis set.

Atoms and positions in Å:
N  -1.442  -0.098  0.314
N  -0.219  0.651  0.547
P  1.168  -0.096  -0.166
O  1.100  -1.599  0.153
O  2.392  0.693  0.143
H  -1.920  -0.153  -0.684
H  -1.200  -1.081  0.516
H  -0.409  1.620  0.648
H  0.530  0.063  -1.472

The total energy is -16430.9601 eV. Its HOMO energy is -4.20 eV. The strongest force on any atom is 2.90 eV/A. Its SMILES is NN[P@H](=O)[O-]. The energy above the lowest of the compared OMol25 structures with the same formula, charge and spin comes out at 246.6 kJ/mol. The net charge is -1.

---

This record from the Open Molecules 2025 dataset describes a 2-piece molecular cluster, H4N2O2P overall at a distorted geometry. The level of theory is ωB97M-V with the def2-TZVPD basis set.

Atoms and positions in Å:
N  -2.026  -1.736  0.507
N  -0.930  -0.966  0.094
O  0.714  0.462  -1.249
O  2.190  2.037  0.432
P  -0.368  -0.586  -1.408
H  -2.425  -2.197  -0.296
H  1.561  1.655  -0.222
H  -0.401  -0.518  0.978
H  1.686  1.849  1.165

Its spin multiplicity is 3. The total energy is -16427.5803 eV. Its HOMO energy (alpha / beta) is -0.65 / -4.39 eV. The strongest force on any atom is 7.38 eV/A. The energy above the lowest of the compared OMol25 structures with the same formula, charge and spin comes out at 114.2 kJ/mol. The net charge is -1.

---

This record from the Open Molecules 2025 dataset describes a 2-piece molecular cluster, H4N2O2S overall at a distorted geometry. The level of theory is ωB97M-V with the def2-TZVPD basis set.

Atoms and positions in Å:
N  -4.148  0.429  1.096
N  0.814  1.688  0.103
O  -2.698  -0.091  -0.900
O  -0.160  1.154  -0.750
S  -3.528  -0.601  0.194
H  -4.089  1.414  1.123
H  0.667  1.419  1.051
H  0.490  2.717  0.111
H  0.348  1.056  -1.536

The total energy is -17972.1307 eV. Its HOMO energy is -9.69 eV. The strongest force on any atom is 3.96 eV/A. The energy above the lowest of the compared OMol25 structures with the same formula, charge and spin comes out at 290.9 kJ/mol. The net charge is 0.

---

This record from the Open Molecules 2025 dataset describes H4N2O3S as an isolated structure at a distorted geometry. The level of theory is ωB97M-V with the def2-TZVPD basis set.

Atoms and positions in Å:
N  -1.138  -0.696  -0.967
N  1.277  0.026  0.797
O  0.747  0.818  -2.018
O  -0.856  1.617  -0.218
O  0.550  0.110  1.944
S  -0.071  0.588  -0.861
H  -1.395  -1.085  -0.109
H  -1.245  -1.310  -1.693
H  1.169  -0.970  0.614
H  0.963  0.901  2.511

The total energy is -20018.8122 eV. Its HOMO energy (alpha / beta) is -9.41 / -9.42 eV. The strongest force on any atom is 3.82 eV/A. The energy above the lowest of the compared OMol25 structures with the same formula, charge and spin comes out at 150.2 kJ/mol. The net charge is 0.

---

This record from the Open Molecules 2025 dataset describes H4N2O3Si as an isolated structure at a distorted geometry. The level of theory is ωB97M-V with the def2-TZVPD basis set.

Atoms and positions in Å:
N  0.201  -0.953  0.877
N  -2.407  -0.178  -0.036
O  -2.855  -1.305  -0.126
O  -3.122  0.794  0.185
O  -0.663  1.790  0.390
Si  -0.558  0.269  -0.083
H  1.229  -1.046  0.778
H  -0.063  -1.176  1.808
H  -1.238  2.406  -0.229
H  0.092  -0.305  -1.684

The total energy is -17063.8514 eV. Its HOMO energy is -10.56 eV. The strongest force on any atom is 4.42 eV/A. The energy above the lowest of the compared OMol25 structures with the same formula, charge and spin comes out at 88.3 kJ/mol. The net charge is 0.